{"formula": "C38H36BaF6N3O7PS3", "method": "ωB97M-V/def2-TZVPD", "symbols": ["H", "C", "C", "C", "S", "H", "C", "F", "C", "H", "H", "F", "H", "C", "C", "N", "C", "O", "O", "C", "H", "H", "H", "H", "C", "O", "N", "C", "F", "H", "F", "H", "S", "S", "P", "Ba", "H", "C", "H", "H", "C", "C", "H", "H", "C", "H", "C", "C", "C", "H", "C", "O", "H", "H", "O", "C", "N", "F", "H", "H", "C", "H", "C", "H", "C", "H", "C", "C", "H", "O", "C", "C", "C", "C", "F", "C", "H", "C", "H", "H", "C", "H", "C", "H", "C", "O", "C", "C", "H", "H", "H", "C", "H", "C", "H"], "positions_angstrom": [[-5.0208, -4.9878, -4.2443], [-1.4478, 4.5291, 0.5604], [3.5284, 2.9093, 0.7091], [0.9334, 2.0782, 3.3502], [0.0871, -3.1754, 4.8783], [-1.6423, -2.8745, -2.6370], [-4.1793, 1.2454, 6.2170], [2.8920, -1.5367, 2.9748], [0.3777, 5.5662, 1.7412], [-2.5758, -4.7257, -3.9960], [-1.6323, 2.7356, 3.7468], [2.8936, -3.6518, 3.4945], [1.9596, 6.6504, 2.6895], [4.6637, 2.1327, 2.6798], [0.1137, 1.5143, -2.3811], [2.6658, -0.1207, 0.0191], [-3.2428, -4.0290, -3.4995], [0.2005, -1.4549, 2.5002], [1.2295, -2.3537, 5.1516], [2.2880, 2.7688, 1.3306], [-6.5378, -3.3688, -3.1352], [-1.8340, 3.6754, 0.0123], [1.0693, 1.6592, 4.3481], [-2.3864, 7.5657, 1.7096], [2.3276, -2.2042, -1.2189], [0.4739, -3.3558, 1.0116], [0.0874, -3.7928, 3.4112], [-2.4056, 2.7917, 5.7540], [3.1253, -3.0435, 1.4554], [-4.8847, 0.8069, 6.9121], [-0.9335, -0.7184, 4.9128], [-3.2882, 5.6215, 0.4425], [-2.9403, -0.6962, -1.2154], [0.6437, -2.8108, 2.3166], [0.6856, 2.9106, 0.4061], [-0.1943, -1.2748, 0.3160], [-4.1972, 0.1713, 0.9277], [1.2179, 3.4498, -1.2378], [5.5804, 1.8781, 3.1991], [-4.7986, 0.0063, 4.5896], [-4.6165, -4.1774, -3.6487], [-0.1190, 4.4776, 1.0020], [2.5305, 5.3889, 1.5878], [5.6578, 2.7226, 0.8725], [4.7059, 2.6063, 1.3777], [2.8357, 0.7663, -0.4358], [2.5044, -2.7519, 2.5953], [-0.4649, 6.6555, 1.9756], [-1.7680, 6.6975, 1.5133], [-5.5975, -1.5248, -1.7728], [1.7689, 5.6411, 2.3206], [-2.0589, 1.0546, 1.9808], [0.2913, 1.4049, 2.7788], [4.1192, -1.4911, -0.5553], [2.8747, -3.2755, -1.4943], [-3.2078, 1.3277, 4.0100], [3.1875, -1.1729, -0.7605], [-2.2022, -2.1752, 3.8992], [1.8855, 4.9488, 3.1570], [-3.3534, 2.5867, 7.6749], [-2.7141, -2.9973, -2.7406], [-5.2055, 0.5992, 2.3411], [-2.2658, 5.6169, 0.8007], [3.1309, 4.1861, -4.5332], [-1.3510, -1.9727, 4.9165], [-0.6060, 1.3666, -1.5866], [1.9041, 4.6493, -1.4175], [1.8424, 2.8399, -3.5172], [1.8466, 2.1094, -4.3203], [-0.2913, -4.1573, 5.8454], [-3.3192, 2.2455, 6.6480], [2.5506, 3.9978, -3.6342], [-4.9430, -2.2364, -2.2603], [-4.2714, 0.1408, 2.0116], [-2.0353, -2.1715, 6.0528], [2.2477, 2.2749, 2.6512], [1.9589, 5.3527, -0.5912], [-2.3435, 2.3303, 4.4542], [3.3961, 1.5856, 4.3204], [-4.2687, -0.9106, 2.3085], [3.4365, 1.9706, 3.3066], [3.0676, -0.0985, 0.9503], [-4.1330, 0.7984, 4.9075], [-1.7310, 3.5738, 6.0807], [2.5447, 4.9677, -2.6027], [1.1106, -1.8713, -1.3480], [-3.0805, 0.8389, 2.6101], [1.0200, 2.5380, -2.3597], [0.3980, 3.0294, 3.4244], [3.0657, 5.9112, -2.7201], [0.0354, 0.8637, -3.2425], [-3.5551, -2.0700, -2.1065], [3.5724, 3.2583, -0.3155], [-5.4627, -3.2700, -3.0214], [-0.0734, 7.4961, 2.5399]], "forces_ev_per_angstrom": [[0.0, 0.0, 0.0], [0.0, -0.1, 0.0], [0.0, 0.1, 0.0], [0.1, 0.0, -0.1], [-0.2, 0.2, 1.0], [0.0, 0.0, -0.1], [0.0, 0.0, 0.2], [-0.2, -0.1, 0.1], [0.0, 0.0, 0.0], [0.0, 0.0, 0.0], [0.0, 0.0, 0.0], [-0.1, 0.1, 0.0], [0.0, 0.0, 0.0], [0.1, 0.0, 0.0], [0.2, 0.1, 0.0], [-0.3, -0.3, 0.0], [0.0, -0.1, 0.0], [0.8, 0.2, 3.5], [0.1, 0.1, 0.0], [-0.1, -0.2, 0.2], [0.0, 0.0, 0.0], [0.0, 0.0, 0.0], [0.0, 0.0, 0.0], [0.0, 0.0, 0.0], [1.2, -0.1, -0.5], [0.7, -2.8, 0.4], [0.0, 0.3, -0.5], [0.0, 0.1, 0.2], [-0.2, 0.0, 0.0], [0.0, 0.0, 0.0], [0.0, 0.1, -0.1], [0.0, 0.0, 0.0], [0.0, -0.1, 0.2], [1.7, -3.0, 4.3], [0.4, 0.5, -0.5], [-4.9, 6.9, -6.4], [0.1, -0.1, -0.1], [0.0, -0.2, 0.4], [0.0, 0.0, 0.0], [0.0, 0.0, 0.0], [0.0, -0.1, 0.0], [0.0, -0.1, 0.2], [0.1, 0.0, 0.0], [0.0, 0.0, 0.0], [0.1, 0.0, 0.0], [-0.1, 0.0, 0.0], [0.7, -0.1, -0.3], [0.0, 0.0, 0.0], [0.0, 0.0, 0.0], [0.0, 0.0, 0.0], [-0.1, -0.1, 0.0], [-0.4, -0.4, 0.3], [-0.1, 0.0, 0.0], [0.1, 0.0, 0.1], [-0.2, 0.1, 0.0], [0.2, 0.3, 0.7], [-0.2, 0.0, 0.0], [0.1, 0.1, 0.1], [0.1, 0.0, 0.0], [0.0, 0.0, 0.0], [-0.1, 0.0, 0.0], [0.0, 0.0, 0.1], [-0.1, 0.0, 0.0], [0.0, 0.0, 0.0], [-0.3, -0.2, 0.2], [0.0, 0.0, 0.0], [0.0, 0.0, -0.3], [0.3, 0.0, -0.1], [0.0, 0.0, 0.0], [0.0, -0.3, -0.4], [0.0, -0.1, -0.2], [-0.2, -0.2, 0.0], [0.1, -0.1, -0.1], [0.1, 0.1, -0.1], [0.0, 0.1, -0.1], [0.1, 0.1, -0.1], [0.0, 0.0, 0.0], [-0.1, -0.1, -0.3], [0.0, 0.0, 0.0], [0.0, 0.0, 0.0], [0.0, 0.0, 0.0], [0.2, 0.0, -0.1], [0.1, -0.1, -0.2], [0.0, 0.0, 0.0], [0.1, 0.3, 0.2], [1.3, -1.0, -1.7], [0.1, 0.2, -0.5], [-0.6, -0.1, 0.0], [0.0, 0.0, 0.1], [0.0, 0.0, 0.0], [0.0, 0.0, 0.0], [-0.1, 0.3, 0.1], [-0.1, 0.0, 0.0], [0.0, 0.0, 0.0], [0.0, 0.0, 0.0]], "e_homo_ev": -0.40, "charge": -2, "homo_lumo_gap_ev": 4.22, "spin_multiplicity": 1, "de_lowest_kj_mol": 474.8}

---

{"formula": "C38H36Cl2N3O7TeTi", "method": "ωB97M-V/def2-TZVPD", "symbols": ["O", "C", "H", "C", "C", "H", "H", "H", "C", "H", "H", "C", "C", "H", "C", "H", "H", "C", "C", "H", "H", "C", "H", "H", "H", "H", "H", "C", "Te", "Cl", "H", "C", "H", "H", "C", "H", "C", "C", "H", "N", "H", "C", "H", "O", "C", "H", "C", "C", "O", "C", "H", "C", "O", "C", "C", "H", "H", "C", "C", "Cl", "Ti", "H", "C", "H", "H", "C", "C", "H", "O", "C", "H", "H", "N", "C", "C", "C", "C", "H", "H", "O", "H", "C", "C", "C", "N", "C", "C", "O"], "positions_angstrom": [[-2.6650, 2.2804, -1.8981], [-1.5250, 3.7612, 3.2594], [2.9329, -2.3952, 1.5067], [-2.3630, 2.5524, 5.5992], [1.5067, -5.3490, -1.4317], [-1.5269, -2.0652, -0.1681], [0.5519, -7.0981, -2.2440], [4.5180, 3.1676, 0.9880], [3.3808, -0.0715, -4.7268], [-1.1972, 4.2061, 2.3288], [-1.8687, 4.4192, 6.5697], [2.1967, 0.0642, -2.6427], [0.1834, 1.6930, 0.0283], [-4.3228, 1.0373, -1.8834], [-2.8929, 0.5965, 4.1719], [-1.1554, 5.4975, 4.4543], [-2.9564, 2.6157, -1.0441], [2.4599, 0.7811, -5.3156], [2.5162, 2.4742, 0.6454], [0.6987, 1.9706, -5.0116], [4.2501, -2.3085, 0.3195], [-4.6341, 1.0682, 0.7222], [1.2193, -7.3118, -0.6196], [4.2049, -0.4643, -5.3106], [3.8762, -2.3402, -2.6043], [4.4616, 4.7945, -0.8685], [-4.6628, -0.8558, -0.2922], [-1.5038, 4.4742, 4.4556], [1.9679, -0.5153, -0.5873], [-2.7855, 2.5140, 8.2898], [-3.1344, 0.8083, -3.1581], [1.4134, 1.2918, -4.5646], [-1.0584, -2.6135, -2.9439], [-1.5146, -0.1130, -1.6270], [1.3819, -6.8392, -1.5888], [0.4547, 1.3151, -2.6543], [1.2840, 0.9296, -3.2336], [-3.2367, 0.5044, 6.5708], [-0.1304, -1.2096, -2.3946], [-1.9413, 2.5007, 3.1845], [2.3863, 5.1104, -2.1696], [3.5907, 4.1901, -0.6510], [0.3857, 3.7356, -1.6653], [-0.5500, 0.1163, 2.0914], [1.3084, 3.5922, -1.1152], [3.9809, -3.7907, 1.2317], [0.8211, -3.0967, -2.0119], [-3.2485, 1.0152, -2.0917], [-2.9469, 0.1294, 2.9484], [-0.0559, -2.1963, -2.8423], [3.0141, -5.4879, 0.0841], [3.2745, -0.4313, -3.3874], [-3.7136, 1.9355, 1.0633], [-1.7698, -1.3445, 0.6155], [2.4262, 4.3656, -1.3854], [2.2981, -7.2582, -2.0089], [-2.9960, -1.0717, -1.7770], [2.5232, -3.4515, -0.3088], [-0.4565, -0.8316, 1.2422], [-3.8955, -1.6983, 5.1250], [-2.0923, 1.2108, 1.7023], [4.6289, -0.9555, -1.8021], [-1.9019, 3.8841, 5.6317], [-2.2683, -1.8709, 1.4326], [5.1690, -1.4503, -3.4133], [4.2981, -1.3469, -2.7683], [3.4799, -2.9553, 0.7461], [0.0258, -4.8724, -2.8975], [0.5759, -1.5531, 1.1212], [-2.7956, 1.7961, 6.7096], [-4.2026, -0.8961, 1.4220], [0.3565, -2.0797, -3.8476], [-2.6461, -0.2516, 0.1284], [1.3640, 2.6138, -0.1277], [0.7338, -4.4773, -2.1770], [-4.0736, -0.3625, 0.4840], [1.7205, -2.5895, -1.0801], [-3.5384, -0.0549, 7.4446], [2.5128, 1.8060, 1.4981], [-5.8106, 1.3048, 0.5814], [2.5628, 1.0488, -6.3594], [-2.3836, 1.9119, 4.3420], [2.4024, -4.8167, -0.5090], [-2.5620, -0.1511, -1.3607], [0.2266, 0.4612, -0.4261], [-3.2999, -0.0883, 5.3052], [3.6271, 3.2646, 0.3810], [-0.8694, 2.1708, 0.5712]], "forces_ev_per_angstrom": [[0.2, 0.1, 0.1], [-0.1, -0.7, -0.4], [0.1, 0.0, 0.0], [0.1, -0.1, -0.2], [0.0, -0.1, 0.0], [0.0, 0.0, 0.0], [0.0, 0.0, 0.0], [0.0, 0.0, 0.0], [0.0, 0.0, 0.0], [0.0, 0.0, 0.0], [0.0, 0.0, 0.0], [0.2, 0.1, -0.1], [0.4, 0.3, -0.3], [0.0, 0.0, 0.0], [-0.2, -0.5, 0.0], [0.0, 0.0, 0.0], [0.0, 0.0, 0.2], [0.0, 0.0, 0.0], [-0.2, 0.1, 0.1], [0.0, 0.0, 0.0], [0.0, 0.0, 0.0], [-0.4, -0.4, -0.4], [0.0, 0.0, 0.0], [0.0, 0.0, 0.0], [0.0, 0.0, 0.0], [0.0, 0.0, 0.0], [0.0, 0.0, 0.0], [0.0, 0.3, 0.5], [0.0, 0.1, -0.7], [0.0, 0.1, 0.1], [0.0, -0.2, 0.0], [0.0, 0.0, -0.1], [0.0, 0.0, 0.0], [0.0, 0.0, 0.1], [0.0, 0.1, 0.0], [0.0, 0.0, 0.0], [-0.1, 0.0, 0.2], [0.1, 0.4, 0.1], [-0.1, -0.1, -0.1], [0.2, 2.3, 2.7], [0.0, 0.0, 0.0], [0.0, 0.0, 0.0], [0.0, 0.0, -0.1], [1.2, -1.2, -0.2], [0.0, 0.0, 0.0], [0.0, 0.0, 0.0], [0.0, 0.4, -0.1], [-0.1, -0.3, 0.3], [-1.4, -1.6, 2.6], [0.1, -0.1, 0.0], [0.0, 0.0, 0.0], [0.0, -0.1, 0.2], [-1.2, 0.6, -0.8], [0.2, 0.0, -0.1], [-0.1, 0.0, 0.0], [0.0, 0.0, 0.0], [0.0, 0.0, 0.0], [0.0, 0.1, 0.0], [0.3, -1.3, 0.8], [0.0, 0.0, 0.1], [-0.3, 0.2, -2.4], [0.1, -0.1, 0.0], [0.0, -0.1, -0.4], [-0.1, 0.0, 0.0], [0.0, 0.0, 0.0], [-0.1, 0.0, -0.1], [-0.1, 0.0, -0.1], [0.0, 0.0, 0.0], [-0.4, 0.3, 0.2], [-0.2, -0.3, 0.2], [0.1, -0.1, 0.0], [0.0, 0.1, 0.0], [-0.3, -0.5, -0.5], [-0.1, 0.0, 0.1], [0.0, 0.0, 0.0], [-0.3, 0.4, 0.1], [-0.1, -0.1, 0.2], [-0.1, 0.0, 0.0], [0.1, -0.2, -0.1], [0.1, 0.0, 0.1], [0.0, 0.0, 0.0], [0.0, 0.2, 0.2], [0.0, 0.1, -0.1], [0.2, 0.2, -0.1], [0.0, 0.1, 0.0], [0.1, 0.1, -0.4], [0.0, 0.0, 0.0], [2.0, 1.2, -1.7]], "e_homo_ev": [-6.53, -7.79], "homo_lumo_gap_ev": [6.09, 7.35], "spin_multiplicity": 2, "de_lowest_kj_mol": 223.2}

---

{"formula": "C38H36F5N2O4P", "method": "ωB97M-V/def2-TZVPD", "symbols": ["H", "C", "C", "H", "C", "H", "C", "H", "H", "H", "C", "O", "H", "C", "C", "C", "C", "O", "H", "H", "C", "F", "C", "H", "C", "H", "H", "H", "H", "H", "H", "H", "C", "H", "H", "F", "C", "C", "H", "C", "H", "C", "C", "F", "H", "H", "C", "C", "C", "C", "H", "C", "C", "H", "O", "C", "H", "H", "H", "C", "H", "C", "C", "H", "H", "C", "H", "C", "H", "C", "C", "F", "N", "C", "F", "O", "H", "H", "C", "P", "C", "H", "N", "C", "C", "C"], "positions_angstrom": [[1.6677, -1.4592, -3.4398], [2.8978, -5.3962, 1.2961], [0.0159, -0.6046, 1.7935], [-0.6404, -0.4101, -0.5327], [0.2628, -0.4156, -1.1550], [5.5061, -3.9248, -0.3681], [-5.3005, 2.1660, -4.9062], [-1.3487, -5.2962, 3.5277], [-2.6943, 2.7864, 2.9216], [0.2166, -2.4837, 0.5626], [4.5059, -4.0621, 0.0512], [-2.2585, -1.2869, 1.9741], [-2.3149, -3.1068, 3.6878], [2.2498, -3.1896, 0.4476], [1.9625, -4.3726, 1.1808], [1.7830, 1.8904, 3.2088], [-2.2384, 1.6024, 6.1079], [-0.5932, -2.7532, 2.5699], [1.0380, -0.8234, 2.1013], [4.8913, -6.0690, 0.7573], [1.4993, 2.4840, -4.9620], [-6.2519, 2.9769, -5.4033], [-0.8266, 0.4430, 4.5275], [2.3293, 4.9528, 0.8840], [-2.7408, 2.3846, 5.0587], [0.9647, -4.4786, 1.6144], [-0.0822, -0.3248, 4.3107], [2.3160, 3.0680, -4.5181], [3.2630, 2.7837, 4.4933], [-1.5147, 1.5174, -1.8030], [3.3733, 1.3945, -3.2516], [3.5224, 4.8164, 3.0695], [-3.1900, 0.6429, -3.8410], [2.6430, -6.3126, 1.8362], [0.2783, -4.7229, 4.0074], [-4.1174, 0.9730, -1.6777], [-5.2211, 1.9471, -3.5312], [-4.3627, 1.5811, -5.7612], [2.2150, -1.2201, -1.4119], [1.0030, 2.0431, 2.0611], [-0.9120, -0.0390, 6.6181], [-4.1821, 1.1775, -3.0185], [2.8630, 4.0062, 2.7508], [-6.1251, 2.5076, -2.7028], [-2.2696, -0.7346, -2.4685], [1.9389, 1.7803, -5.6815], [-1.0300, 0.9974, -2.6470], [-1.9879, -0.0264, -3.2579], [-0.5596, 2.0213, -3.6997], [1.3324, 0.6738, -3.1647], [-2.5696, 1.7613, 7.1377], [-3.3370, 0.8150, -5.2193], [1.2235, 3.1247, 1.1964], [-1.4710, -0.5802, -4.0511], [-1.3562, 1.5933, 0.7151], [-2.2842, 2.2051, 3.7462], [0.6520, -0.6989, -4.6950], [3.0553, 0.3245, -1.8723], [0.8147, 3.1581, -5.4843], [-1.2972, 0.6106, 5.8322], [1.6439, 1.0259, 3.8559], [4.1627, -5.2639, 0.6945], [1.5348, -0.5623, -4.0545], [-1.0620, -4.7594, 5.1849], [0.6259, 3.2040, 0.2849], [-0.8002, -4.5728, 4.1408], [2.4218, 1.9910, -1.8492], [2.6327, 1.1203, -2.4883], [-3.4906, 3.1446, 5.2752], [-1.2247, -3.1693, 3.8025], [-1.0594, -1.5256, 2.1114], [-2.4141, 0.2719, -6.0585], [0.7650, 1.7755, -3.9368], [3.5642, -3.0406, -0.0763], [-4.4359, 1.7929, -7.0911], [-1.2307, 2.9131, -4.2099], [2.4215, -0.4280, -4.6874], [-0.8977, -2.4620, 4.5780], [1.2032, -2.2222, 0.1850], [-0.5197, 1.0660, 1.8463], [-1.2933, 1.2509, 3.4916], [3.8383, -2.1275, -0.6137], [0.2400, 0.4375, -2.1975], [2.7025, 2.8814, 3.5644], [2.1626, 4.0992, 1.5419], [1.3025, -1.2590, -0.8158]], "forces_ev_per_angstrom": [[0.0, 0.2, -0.2], [0.4, 0.0, -0.3], [-1.3, -0.2, 1.1], [0.2, 0.1, -0.3], [-0.7, 1.0, -1.2], [-0.4, -0.1, 0.1], [0.0, 0.2, -0.1], [0.2, 0.0, 0.0], [0.1, -0.1, 0.2], [0.6, 0.1, -0.1], [-0.3, 0.0, 0.0], [0.7, -0.6, 0.3], [0.3, 0.1, 0.1], [1.2, -0.6, 0.3], [-0.2, 0.5, -0.4], [0.3, 0.5, 0.0], [0.0, 0.0, -0.3], [-0.3, -0.5, 0.4], [-0.3, 0.0, 0.2], [-0.2, 0.1, 0.0], [0.4, 0.0, 0.0], [0.5, -0.6, 0.2], [-0.2, 0.1, 0.5], [-0.1, -0.2, 0.2], [0.1, -0.1, 0.0], [0.3, 0.1, -0.1], [-0.3, 0.2, 0.1], [-0.2, 0.0, -0.1], [-0.1, 0.1, -0.2], [0.2, -0.1, -0.2], [-0.2, -0.1, 0.2], [-0.1, -0.3, -0.2], [-0.6, 0.1, -0.2], [0.1, 0.4, -0.2], [-0.2, 0.1, 0.1], [0.0, 0.2, -1.1], [-0.2, 0.2, 0.2], [-0.1, 0.1, -0.1], [-0.4, -0.1, 0.5], [-0.2, 0.3, -0.1], [-0.1, 0.2, -0.1], [0.1, 0.0, 0.3], [-0.1, -0.1, -0.1], [0.5, -0.3, -0.6], [0.0, 0.1, -0.2], [-0.1, 0.1, 0.1], [0.0, 1.4, 0.1], [0.3, -0.6, 0.0], [-0.3, 0.7, 0.1], [0.2, -0.1, -0.3], [0.0, 0.0, -0.4], [0.2, 0.1, 0.0], [0.2, -0.1, 0.3], [-0.1, 0.0, 0.2], [0.3, 0.0, 0.1], [0.1, -0.2, 0.4], [0.3, 0.0, 0.1], [0.0, 0.3, -0.2], [0.1, -0.2, 0.2], [0.1, 0.1, -0.3], [0.0, 0.3, -0.1], [-0.4, 0.6, 0.2], [0.0, 0.0, -0.1], [0.1, -0.1, 0.0], [0.1, 0.1, 0.3], [-0.1, -0.2, -0.1], [0.2, -0.3, -0.2], [-0.2, 0.2, 0.1], [0.1, -0.2, -0.1], [-0.1, 0.4, -0.4], [0.6, 1.7, -0.4], [-0.5, 0.4, 0.5], [-0.6, 0.1, 0.0], [-0.3, -0.2, 0.1], [0.0, -0.1, 0.7], [0.7, -1.2, 0.4], [-0.2, -0.1, 0.1], [-0.2, -0.2, -0.1], [-0.8, -0.2, -1.6], [0.0, -0.8, -0.3], [-0.3, 0.2, -0.1], [-0.1, -0.3, 0.3], [-0.1, -1.5, 1.1], [-0.2, -0.1, -0.2], [0.1, -0.1, 0.1], [1.2, -0.8, 0.0]], "e_homo_ev": -7.05, "homo_lumo_gap_ev": 5.29, "spin_multiplicity": 1}

---

Number 1: molar mass 1025.211 g/mol. Number 2: molar mass 893.093 g/mol. Number 3: molar mass 710.680 g/mol.